C6H8IrN2O12 | ωB97M-V with the def2-TZVPD basis set

XYZ file:
```
29
Properties=species:S:1:pos:R:3:forces:R:3
Ir -0.703996 0.171871 -0.581407 -0.6 -1.3 -0.4
O 2.924478 -1.140031 1.331497 0.0 0.0 0.0
C 1.738166 -0.584787 1.214870 0.0 0.0 0.0
O 1.005471 -0.850125 0.272094 0.1 0.6 0.3
C 1.413024 0.345698 2.354538 0.0 -0.1 0.0
O 0.113880 0.835345 2.288397 0.0 0.1 0.2
C -0.883028 0.046490 2.933370 0.0 -0.1 -0.1
C -1.720157 -0.893288 2.044941 0.1 0.1 0.0
O -2.236600 -1.833507 2.599215 -0.1 0.0 0.0
O -1.963369 -0.559859 0.801765 -0.1 0.0 0.0
H 3.093189 -1.703397 0.557710 0.0 0.0 0.0
H 2.112645 1.181059 2.303352 0.0 0.0 0.0
H 1.606696 -0.203752 3.282171 0.0 0.0 0.0
H -1.589559 0.752998 3.375092 0.0 0.0 0.0
H -0.456861 -0.547475 3.742374 0.0 0.0 0.0
O 2.596861 0.700350 -3.032058 0.0 0.0 -0.1
C 1.673584 0.930732 -2.328522 0.1 0.0 0.0
O 0.467146 0.606295 -2.250122 -0.1 0.2 0.2
C 2.268826 2.421259 -0.879080 -0.1 0.3 0.1
O 3.170037 2.994263 -1.368702 -0.1 -0.2 0.0
O 1.472310 2.233982 -0.002584 0.4 0.0 0.1
O -2.834255 -1.214362 -3.217194 0.0 -0.1 0.0
N -2.126142 -0.862605 -2.341950 0.0 0.0 0.1
O -2.172611 0.369823 -1.870014 -0.6 -0.1 -0.2
O -1.259016 -1.576049 -1.749073 0.3 0.3 -0.1
N -1.215772 2.001856 0.220516 0.8 0.1 -0.1
H -2.018909 1.810174 0.813584 0.0 0.1 0.0
H -1.480545 2.638400 -0.525433 -0.1 0.0 0.0
H -0.471116 2.429018 0.762793 0.0 0.0 0.1
```
Forces are in eV/Å.

Output
HOMO level (alpha / beta)	-8.0 / -9.8	eV
spin multiplicity	2
M	492.35	g/mol
Kohn-Sham gap (alpha / beta)	7.86 / 8.76	eV
LUMO (alpha / beta)	-0.173 / -1.023	eV
expectation value of S²	0.7529



C6H8N | ωB97M-V with the def2-TZVPD basis set

XYZ file:
```
15
Properties=species:S:1:pos:R:3:forces:R:3
C 1.924696 -0.724044 -0.032300 -1.1 0.2 0.6
C 2.025540 0.666061 0.051895 -6.4 2.1 -0.4
C 0.634810 -1.164930 0.057509 1.2 2.0 -0.5
C 0.334525 1.210208 0.200362 7.9 -1.5 -1.7
C -1.623245 0.086688 0.779223 -0.5 0.0 1.3
C -1.611055 -0.016178 -0.680777 0.0 -1.7 -0.4
N -0.259670 -0.037892 0.035612 -1.6 -0.6 0.9
H 2.715653 -1.438244 -0.128314 0.5 0.0 0.0
H 2.763122 1.322070 -0.335353 0.7 0.5 0.5
H 0.364982 -2.162910 -0.043442 -1.2 -1.3 0.0
H -0.163469 2.142238 -0.113713 0.4 -0.7 0.4
H -1.545762 1.099188 1.280359 -0.9 -1.5 -0.6
H -2.007963 -0.764169 1.412394 0.8 0.9 -0.9
H -1.791475 -1.039519 -1.135057 0.0 1.5 0.7
H -1.760684 0.821430 -1.348400 0.1 0.0 0.1
```
Forces are in eV/Å.

Output
HOMO level (alpha / beta)	-13.0 / -13.4	eV
M	94.14	g/mol
Kohn-Sham gap (alpha / beta)	8.11 / 8.30	eV
LUMO (alpha / beta)	-4.842 / -5.059	eV
charge	+1
SMILES string	C1=C[N+]2(C=C1)CC2



C6H8N | ωB97M-V with the def2-TZVPD basis set

XYZ file:
```
15
Properties=species:S:1:pos:R:3:forces:R:3
C 0.041970 1.449657 0.038947 -1.4 0.3 0.0
C 1.408554 1.423823 -0.160736 0.6 -1.1 0.3
C -0.479730 0.215897 -0.248002 0.9 -3.0 0.0
C 1.808536 -0.910333 0.505884 0.5 -1.2 -2.3
C 0.773510 -0.703717 -0.592822 -1.9 0.3 0.2
C -1.947037 -0.117086 -0.108034 2.1 -4.1 0.6
N 1.860456 0.149981 -0.441883 1.2 3.9 -1.4
H -0.647433 2.199861 0.456850 1.0 0.2 -0.6
H 2.109954 2.235886 -0.154752 0.3 0.2 0.6
H 1.492672 -0.653220 1.428089 -0.7 0.7 3.2
H 2.597690 -1.625215 0.349186 -0.2 -0.5 0.3
H 1.033432 -1.276830 -1.485750 -1.3 -0.3 0.1
H -2.348608 -0.906737 -0.783502 0.6 0.9 -0.1
H -2.450398 0.754167 -0.172495 -2.1 2.6 -0.1
H -2.155832 -0.665892 0.871749 0.6 1.1 -0.8
```
Forces are in eV/Å.

Output
HOMO level	-15.2	eV
M	94.14	g/mol
Kohn-Sham gap	9.01	eV
LUMO	-6.228	eV
charge	+1
SMILES string	CC1=CC=[N+]2C[C@@H]12



C6H8N | ωB97M-V with the def2-TZVPD basis set

XYZ file:
```
15
Properties=species:S:1:pos:R:3:forces:R:3
C -0.463592 -3.048219 0.045109 0.3 4.5 -0.6
C -0.131039 0.028884 -0.054454 -0.7 -5.0 -0.3
C -0.679294 -4.270365 -0.173232 -0.1 -0.4 0.1
C -0.216996 -1.554224 0.446855 0.4 1.0 0.2
C 0.028147 2.592596 -0.683993 -0.5 0.8 0.0
C -0.074595 1.180443 -0.373397 0.2 -0.3 0.1
N 1.197083 3.186474 -0.089675 0.7 -0.3 0.0
H -1.624855 -4.775644 0.017981 -0.2 0.2 0.1
H 0.092909 -4.941155 -0.544130 0.3 0.1 -0.1
H -0.978704 -1.459084 1.238659 0.1 -0.4 0.3
H 0.743101 -1.634015 0.980894 -0.2 -0.3 0.3
H 0.095483 2.706190 -1.771902 -0.1 -0.1 0.1
H -0.916515 3.064073 -0.351457 0.1 -0.2 -0.3
H 1.386822 4.123421 -0.412818 -0.1 0.0 0.1
H 1.244631 3.112460 0.915787 -0.1 0.2 -0.1
```
Forces are in eV/Å.

Output
HOMO level	-12.2	eV
M	94.14	g/mol
Kohn-Sham gap	5.14	eV
LUMO	-7.054	eV
charge	+1



C6H8N | ωB97M-V with the def2-TZVPD basis set

XYZ file:
```
15
Properties=species:S:1:pos:R:3:forces:R:3
C -1.950372 -0.848435 -0.174163 0.3 -0.6 -0.2
C 0.831753 -0.425599 0.642802 -0.8 1.6 1.2
C 1.433635 0.538852 -0.328824 -1.7 -2.4 -0.7
C -1.145026 1.185483 0.017727 0.1 1.7 0.9
C -0.630504 -1.039832 -0.699060 3.3 4.0 0.0
C -0.078743 0.338815 -0.540485 1.5 -2.9 -1.3
N -2.263708 0.308680 0.263772 -0.2 0.0 -0.3
H -2.464923 -1.744343 -0.251184 -2.4 -1.0 0.6
H 1.039493 -1.443200 0.739767 0.9 -1.5 -0.6
H 0.389019 -0.107108 1.601416 0.4 0.2 -0.5
H 1.607499 1.494077 -0.030129 0.4 2.6 1.4
H 2.227062 0.239223 -1.000344 -0.5 -0.6 -0.3
H -0.790436 1.771864 0.920978 -0.5 -1.0 -0.5
H -1.447639 2.092630 -0.575303 0.1 -1.1 -0.2
H -0.082492 -1.910939 -1.153087 -1.0 1.0 0.6
```
Forces are in eV/Å.

Output
HOMO level	-15.4	eV
M	94.14	g/mol
Kohn-Sham gap	9.61	eV
LUMO	-5.834	eV
charge	+1



C6H8N | ωB97M-V with the def2-TZVPD basis set

XYZ file:
```
15
Properties=species:S:1:pos:R:3:forces:R:3
C 0.709338 -0.028911 1.963548 -4.7 0.4 -2.1
C -0.820095 -0.257838 1.128250 3.2 0.9 4.2
C -1.085503 1.004548 -0.706954 -1.2 -2.3 -0.6
C -1.434262 -0.377079 -1.157177 -1.1 0.9 -1.3
C 1.025219 -0.390233 -0.382733 3.6 0.8 -0.2
C 1.632832 -0.165805 1.019337 -1.0 -0.3 -0.3
N -0.381622 -0.199853 -0.183243 0.8 -0.6 0.0
H 0.605106 0.342466 2.992569 0.6 -0.9 -0.5
H -0.599799 1.643011 -1.339227 1.8 1.4 -1.2
H -1.580983 1.385782 0.112829 -1.8 1.3 1.0
H -2.405258 -0.735282 -0.829095 0.5 -0.4 0.4
H -1.095906 -0.723967 -2.132473 0.0 0.3 0.2
H 1.543223 0.306047 -1.197700 -1.4 -1.8 1.6
H 1.212939 -1.451539 -0.485781 0.0 -0.2 -1.1
H 2.674770 -0.351347 1.197850 0.5 0.5 -0.2
```
Forces are in eV/Å.

Output
HOMO level	-14.2	eV
M	94.14	g/mol
Kohn-Sham gap	8.80	eV
LUMO	-5.420	eV
charge	+1



C6H8N | ωB97M-V with the def2-TZVPD basis set

XYZ file:
```
15
Properties=species:S:1:pos:R:3:forces:R:3
C 1.683980 0.113245 -0.797576 0.4 -1.4 -1.3
C 1.887366 -1.011372 -0.025550 1.0 0.1 -1.0
C -2.400449 -0.570905 -0.109955 -2.4 -1.5 -0.4
C -0.612767 0.938264 -0.025353 0.0 -0.4 0.2
C 0.885742 0.811892 0.261507 -1.6 -1.6 -1.2
C 1.178869 -0.495471 1.025624 -0.2 1.4 -2.8
N -1.295973 -0.243921 0.327619 1.8 -1.6 1.6
H 2.012402 0.233356 -1.867634 -0.6 0.5 1.2
H 2.462114 -1.855050 -0.319115 0.1 -0.9 0.5
H -3.003797 -1.369300 0.365753 0.8 0.1 -0.1
H -2.944003 -0.165805 -0.962261 0.3 0.8 -0.2
H -1.146831 1.564178 0.604681 0.0 2.2 1.6
H -0.977807 1.248072 -0.950745 0.5 0.9 -2.3
H 1.446021 1.611563 0.557975 0.7 2.7 1.3
H 0.825134 -0.808747 1.915031 -0.8 -1.1 3.1
```
Forces are in eV/Å.

Output
HOMO level (alpha / beta)	-13.9 / -13.9	eV
M	94.14	g/mol
Kohn-Sham gap (alpha / beta)	7.17 / 7.17	eV
LUMO (alpha / beta)	-6.681 / -6.681	eV
charge	+1



C6H8N | ωB97M-V with the def2-TZVPD basis set

XYZ file:
```
15
Properties=species:S:1:pos:R:3:forces:R:3
C -3.820378 -0.108814 0.139599 1.6 0.1 -0.5
C -2.651926 0.138626 -0.077123 -0.2 -0.9 1.1
C -0.430996 1.289053 0.160325 -0.5 0.8 -0.6
C -1.232112 0.244574 -0.008990 1.8 -1.6 -0.2
C 0.998826 0.987287 -0.228706 2.1 2.0 2.0
C 0.078957 -1.206644 -0.198892 -3.8 4.2 -0.1
N 1.218383 -0.404234 0.279325 -0.9 -0.5 0.6
H -4.823483 -0.404225 0.308969 -0.3 0.1 0.0
H -0.812610 2.317885 0.405606 0.7 -1.1 -0.5
H 1.173101 0.810270 -1.256499 -0.2 0.7 -1.4
H 1.801415 1.778920 0.147439 -1.6 -2.0 -0.6
H -0.280633 -1.893146 0.527642 0.0 -1.1 -0.2
H 0.005817 -1.243003 -1.292225 0.6 -0.9 0.6
H 2.044122 -0.919451 0.102417 1.8 -0.1 -1.6
H 1.307558 -0.433960 1.273259 -0.9 0.4 1.4
```
Forces are in eV/Å.

Output
HOMO level	-13.4	eV
M	94.14	g/mol
Kohn-Sham gap	9.60	eV
LUMO	-3.825	eV
charge	+1